The following is a quantum chemistry calculation of a 2-piece molecular cluster, C17H34BFN5O overall at a distorted geometry, from the Open Molecules 2025 dataset.

Each line ends with the Mulliken charge.
CARTESIAN COORDINATES (ANGSTROEM)
1 F 3.237 4.387 1.392  -0.335
2 O -0.002 -1.491 1.707  -0.511
3 N 0.467 2.216 2.352  -0.120
4 N 1.728 -0.056 0.756  -0.346
5 N -0.636 -4.324 1.523  -0.251
6 N -1.765 2.735 1.689  -0.461
7 N -0.765 0.714 1.067  0.381
8 C 2.528 3.604 2.281  0.363
9 C 0.893 1.688 -3.756  -1.178
10 C -2.678 -4.742 2.705  -0.796
11 C -2.661 -6.067 2.300  -0.142
12 C 1.897 0.894 -2.910  0.958
13 C 2.591 -0.273 -3.650  -1.457
14 C -1.645 -3.916 2.293  -0.085
15 C -1.617 -6.507 1.503  -0.524
16 C -1.945 0.276 0.311  -1.118
17 C -2.350 0.326 -2.236  -1.007
18 C -0.633 -5.601 1.141  -0.269
19 C 3.398 2.463 2.749  -1.236
20 C 1.278 3.168 1.532  -0.529
21 C -0.489 1.841 -3.103  0.040
22 C -1.563 -0.296 -1.061  0.420
23 C -1.445 0.683 -3.414  -0.899
24 C -0.713 1.856 1.685  0.200
25 B 0.387 -0.296 1.191  0.568
26 H 2.161 -1.229 -3.364  0.338
27 H 2.827 1.787 3.380  0.351
28 H 2.235 4.214 3.139  0.274
29 H -2.428 -0.501 0.902  0.088
30 H -0.325 1.879 -2.021  -0.239
31 H -2.676 2.295 1.730  0.275
32 H 4.260 2.832 3.293  0.389
33 H 3.748 1.894 1.888  0.261
34 H 0.215 2.719 3.196  0.420
35 H -1.709 3.381 2.464  0.313
36 H 0.191 -2.184 1.054  0.326
37 H -1.761 -1.365 -1.052  0.567
38 H -0.502 -0.159 -1.265  -0.487
39 H 2.382 0.151 1.498  0.193
40 H -3.114 -0.377 -2.555  0.375
41 H 0.199 -5.906 0.518  0.390
42 H 1.818 0.644 0.032  0.058
43 H -3.472 -4.356 3.329  0.360
44 H -1.614 -2.875 2.583  0.496
45 H 0.694 4.058 1.292  0.457
46 H -2.845 1.243 -1.916  0.299
47 H -0.901 -0.198 -3.753  0.348
48 H -1.565 -7.533 1.165  0.369
49 H 1.405 0.464 -2.035  -0.866
50 H 3.653 -0.294 -3.428  0.365
51 H 2.670 1.555 -2.523  0.511
52 H -2.095 1.000 -4.228  0.455
53 H -3.448 -6.746 2.602  0.395
54 H 1.288 2.690 -3.909  0.344
55 H 0.787 1.223 -4.733  0.456
56 H -2.666 1.072 0.182  0.513
57 H 1.560 2.710 0.588  0.110
58 H -0.928 2.796 -3.378  0.488
59 H 2.459 -0.165 -4.723  0.338

LUMO energy = -2.96 eV
Charge = +1
Max |F| = 1.4 eV Å⁻¹
Orbital gap = 8.9 eV

***

The following is a quantum chemistry calculation of C5H6 as an isolated structure at a distorted geometry, from the Open Molecules 2025 dataset.

Each line ends with the Mulliken charge.
CARTESIAN COORDINATES (ANGSTROEM)
1 C -0.151 -0.924 0.037  0.264
2 C -0.377 -2.256 -0.263  -0.509
3 C 0.109 0.396 -0.797  -0.467
4 C -0.002 -0.121 1.146  -0.398
5 C -0.166 1.207 0.481  -0.392
6 H -0.522 0.535 -1.671  0.313
7 H 0.523 2.009 0.751  0.262
8 H 0.082 -2.549 -1.224  0.191
9 H 1.170 0.458 -1.056  0.215
10 H -1.197 1.582 0.529  0.210
11 H 0.530 -0.335 2.066  0.312

ΔE to the lowest compared entry with this formula, charge and spin = 442.90 kJ/mol
LUMO energy (alpha / beta) = -0.71 / -0.75 eV
Max |F| = 1.1 eV Å⁻¹
Orbital gap (alpha / beta) = 7.3 / 7.8 eV

***

The following is a quantum chemistry calculation of a single C8H11IN2O2S molecule at a distorted geometry, from the Open Molecules 2025 dataset.

Each line ends with the Mulliken charge.
CARTESIAN COORDINATES (ANGSTROEM)
1 I -2.304 -2.314 0.380  0.127
2 S -3.215 1.347 -0.235  1.013
3 O -4.015 0.294 0.316  -0.541
4 O -3.516 2.722 0.208  -0.632
5 N -1.104 -0.807 -0.069  -0.681
6 N -0.360 1.525 0.244  -0.534
7 C 0.647 0.630 0.379  0.359
8 C 0.195 -0.728 0.227  0.666
9 C 2.910 -0.215 1.147  -0.899
10 C -3.066 1.155 -1.984  -0.877
11 C 1.124 -1.879 0.343  -0.710
12 C 2.551 -1.382 0.234  -1.042
13 C 2.015 1.011 0.730  -0.561
14 C -1.507 1.135 0.038  0.188
15 H 3.880 0.019 1.339  0.522
16 H -3.600 1.922 -2.714  0.349
17 H 2.473 1.442 -0.123  0.277
18 H 0.828 -2.533 1.175  0.447
19 H 2.652 -0.491 2.174  0.318
20 H 2.031 1.758 1.508  0.346
21 H 3.123 -2.223 0.394  0.451
22 H -3.250 0.021 -2.212  0.287
23 H 2.690 -1.141 -0.781  0.366
24 H -2.043 1.239 -2.192  0.360
25 H 0.863 -2.506 -0.524  0.403

ΔE to the lowest compared entry with this formula, charge and spin = 0.00 kJ/mol
LUMO energy = -0.21 eV
Max |F| = 4.6 eV Å⁻¹
Orbital gap = 7.7 eV

***

The following is a quantum chemistry calculation of a single C6H13N molecule at a distorted geometry, from the Open Molecules 2025 dataset.

Each line ends with the Mulliken charge.
CARTESIAN COORDINATES (ANGSTROEM)
1 N -1.306 2.536 0.183  -0.699
2 C 1.164 -0.400 0.288  -0.606
3 C -1.027 -2.031 0.248  -1.178
4 C -1.230 -0.710 -0.407  -0.408
5 C -0.480 1.455 0.604  -0.210
6 C 2.229 0.297 -0.600  -1.416
7 C -0.190 0.275 0.080  0.114
8 H -0.827 3.074 -0.556  0.305
9 H 3.236 -0.118 -0.321  0.336
10 H 1.375 -0.161 1.473  0.262
11 H -2.274 -0.315 -0.313  0.347
12 H 2.400 1.247 -0.283  0.442
13 H 1.175 -1.454 0.268  0.436
14 H 2.037 0.478 -1.638  0.410
15 H -2.208 2.248 -0.383  0.286
16 H -0.480 -1.929 1.169  0.386
17 H -1.197 -0.827 -1.457  0.332
18 H -0.324 -2.626 -0.408  0.285
19 H -0.009 1.477 1.592  0.297
20 H -2.066 -2.516 0.462  0.280

ΔE to the lowest compared entry with this formula, charge and spin = 298.09 kJ/mol
LUMO energy = 0.94 eV
Max |F| = 4.7 eV Å⁻¹
Orbital gap = 9.1 eV

***

The following is a quantum chemistry calculation of a single C4H10N2O molecule at a distorted geometry, from the Open Molecules 2025 dataset.

Each line ends with the Mulliken charge.
CARTESIAN COORDINATES (ANGSTROEM)
1 O -0.524 -0.829 1.089  -0.346
2 N -1.951 0.885 0.389  -0.620
3 N 0.079 0.466 -0.817  0.101
4 C 0.580 -0.351 -1.738  -0.425
5 C -1.033 -0.118 -0.038  0.054
6 C 0.837 -1.219 1.100  -0.498
7 C 0.904 1.281 -0.093  -0.823
8 H 1.387 -0.090 0.776  0.301
9 H -1.548 -0.817 -0.710  0.249
10 H -1.589 1.378 1.197  0.269
11 H 0.998 -2.096 0.472  0.200
12 H 0.442 1.910 0.647  0.197
13 H -2.843 0.473 0.630  0.269
14 H -0.045 -1.109 -2.173  0.220
15 H 1.097 -1.426 2.136  0.258
16 H 1.504 -0.081 -2.217  0.262
17 H 1.704 1.743 -0.650  0.332

ΔE to the lowest compared entry with this formula, charge and spin = 491.35 kJ/mol
LUMO energy (alpha / beta) = 0.77 / 0.77 eV
Max |F| = 2.8 eV Å⁻¹
Orbital gap (alpha / beta) = 7.7 / 7.7 eV

***

> The lowest max |F| belongs to which entry?

C5H6